[1]
{"formula": "C19H28N2O11", "method": "ωB97M-V/def2-TZVPD", "elements": ["O", "O", "O", "O", "O", "O", "O", "O", "O", "O", "O", "N", "N", "C", "C", "C", "C", "C", "C", "C", "C", "C", "C", "C", "C", "C", "C", "C", "C", "C", "C", "C", "H", "H", "H", "H", "H", "H", "H", "H", "H", "H", "H", "H", "H", "H", "H", "H", "H", "H", "H", "H", "H", "H", "H", "H", "H", "H", "H", "H"], "xyz": [[-1.5619, 2.7568, 1.9765], [4.0178, 0.9150, -2.7225], [-1.7908, -0.6540, -1.7446], [0.3940, 1.9546, 1.8046], [-3.2154, -5.9389, 0.6599], [2.1394, 8.2747, 3.1308], [0.7614, 3.6081, -0.3273], [-5.1521, -5.1869, -0.2249], [0.9958, 6.8833, 4.4919], [1.7234, 6.2700, 2.4426], [-4.7878, -7.3167, -0.1944], [-0.9758, 1.8959, 1.4626], [-0.7567, -2.6969, -1.3379], [-4.7253, -3.8605, 0.0904], [1.0730, 2.6180, -0.9440], [-4.2808, -6.1315, 0.1322], [2.8436, -1.8421, -1.5238], [-3.9479, -8.4294, 0.1356], [-1.4382, -1.7261, -2.1662], [1.1437, 4.9714, 2.6468], [-1.6983, -2.1570, -3.5826], [1.5622, 7.1128, 3.4538], [2.4455, 0.6148, -0.9808], [1.0063, 2.6018, -2.4368], [1.8921, 1.8847, -3.1096], [0.4424, -2.1223, -0.6740], [1.5751, 1.3589, -0.2925], [2.0365, 9.2804, 4.1413], [1.7417, -2.8205, -1.1078], [1.1077, 0.9548, 1.0893], [3.0800, -0.6713, -0.5384], [2.8958, 1.1177, -2.3249], [-1.4224, -2.9534, -0.6151], [0.3113, -2.1984, 0.4051], [0.2621, 3.2240, -2.9156], [-1.8794, -1.2805, -4.1993], [0.4829, 0.0608, 1.0121], [2.7272, -0.9436, 0.4572], [-4.5918, -3.7425, 1.1640], [1.5891, 4.4968, 3.5195], [-5.5088, -3.1956, -0.2594], [0.0682, 5.0531, 2.7919], [1.4955, -3.4483, -1.9652], [-3.7913, -3.6322, -0.4209], [-3.7696, -8.4672, 1.2083], [2.1052, -3.4982, -0.3329], [-2.6017, -2.7730, -3.5926], [0.4982, -1.0631, -0.9289], [1.9625, 0.7151, 1.7195], [1.3487, 4.4050, 1.7464], [2.5443, 10.1514, 3.7382], [2.5196, 8.9526, 5.0601], [-0.8831, -2.7606, -3.9741], [2.6018, -1.4509, -2.5152], [-4.4931, -9.3099, -0.1888], [-2.9968, -8.3573, -0.3882], [4.1549, -0.4952, -0.4632], [3.7824, -2.3822, -1.6453], [0.9931, 9.5125, 4.3470], [1.9448, 1.8616, -4.1900]], "forces_ev_per_angstrom": [[-0.038, -0.027, 0.028], [0.074, -0.187, -0.181], [0.155, -0.009, -0.053], [-0.082, -0.061, -0.028], [-0.001, 0.000, -0.012], [-0.005, -0.018, -0.002], [-0.157, 0.022, -0.050], [0.017, -0.029, 0.021], [0.005, -0.008, -0.009], [0.009, 0.020, -0.004], [0.000, 0.016, 0.000], [0.096, 0.060, 0.004], [-0.004, 0.082, 0.067], [-0.032, 0.164, -0.013], [-0.064, -0.133, -0.047], [-0.001, 0.004, -0.003], [-0.016, -0.035, 0.043], [-0.012, -0.044, -0.011], [-0.105, 0.043, 0.012], [-0.003, -0.039, 0.011], [-0.065, 0.055, 0.034], [0.000, 0.026, 0.013], [0.065, -0.032, -0.143], [-0.121, -0.043, 0.049], [0.074, -0.093, -0.013], [-0.044, -0.203, -0.150], [-0.084, 0.165, 0.048], [0.020, 0.041, -0.011], [-0.041, 0.068, -0.181], [0.059, 0.041, 0.101], [0.114, 0.006, 0.063], [-0.147, -0.019, 0.061], [0.010, -0.136, -0.043], [0.030, 0.086, 0.021], [0.045, 0.145, 0.092], [-0.019, -0.007, -0.031], [-0.011, 0.033, -0.029], [0.058, -0.026, -0.001], [0.045, -0.030, -0.003], [-0.013, -0.006, 0.009], [-0.036, -0.066, -0.030], [0.009, 0.013, 0.018], [0.040, -0.058, 0.018], [0.014, -0.004, 0.023], [0.012, 0.015, -0.001], [-0.030, 0.071, 0.092], [0.049, -0.062, 0.015], [-0.047, 0.025, 0.103], [0.007, -0.005, 0.013], [0.009, 0.069, 0.038], [0.000, -0.007, -0.005], [-0.015, -0.012, 0.005], [0.023, -0.006, 0.037], [0.026, 0.073, 0.021], [-0.004, 0.007, -0.002], [0.007, 0.014, 0.012], [-0.004, 0.042, 0.009], [-0.023, -0.053, -0.030], [-0.003, -0.017, 0.011], [0.158, 0.071, -0.005]], "smiles": "CC(=O)NCCCCC1=C(CON=O)C(=O)C=CC1=O.COC(=O)OC.COC(=O)OC", "e_tot_ev": -45655.5680, "e_homo_ev": -9.7949}



[2]
{"formula": "C19H28N2O3S", "method": "ωB97M-V/def2-TZVPD", "elements": ["S", "O", "O", "O", "N", "N", "C", "C", "C", "C", "C", "C", "C", "C", "C", "C", "C", "C", "C", "C", "C", "C", "C", "C", "C", "H", "H", "H", "H", "H", "H", "H", "H", "H", "H", "H", "H", "H", "H", "H", "H", "H", "H", "H", "H", "H", "H", "H", "H", "H", "H", "H", "H"], "xyz": [[-2.1653, -0.4836, 0.2800], [-1.6623, 0.6621, -0.4222], [-2.4053, -0.3577, 1.6862], [2.6812, 0.0563, -1.7006], [-1.1728, -1.8384, 0.0494], [1.4792, -1.0142, -0.1366], [0.8712, -1.0914, 1.1785], [-5.7142, 2.0791, -1.0271], [6.4644, 1.8831, 0.2203], [-6.5220, 2.0667, 0.0974], [-0.5169, -1.8647, -1.2526], [2.6553, 1.0278, 0.4992], [1.0031, -1.9685, -1.1132], [-5.5157, 0.0030, 0.7922], [5.4381, -0.2539, -0.1054], [6.9632, -0.4655, -0.0935], [-4.8102, 1.0548, -1.2443], [7.5707, 0.8507, 0.4158], [3.9171, 1.8065, 0.1190], [5.1953, 1.1031, 0.5674], [-6.4193, 1.0280, 1.0074], [-0.2845, -2.0951, 1.1622], [-4.7099, 0.0038, -0.3403], [-3.6917, -1.0624, -0.5373], [2.2881, -0.0015, -0.5515], [1.8022, 1.7091, 0.5704], [-3.9422, -1.9942, -0.0413], [0.0734, -3.1251, 1.0939], [3.9310, 1.9333, -0.9649], [3.8845, 2.7963, 0.5792], [-4.1720, 1.0708, -2.1149], [8.4850, 1.1148, -0.1140], [-7.2271, 2.8669, 0.2665], [1.6132, -1.3930, 1.9301], [-5.4263, -0.8009, 1.5071], [7.8090, 0.7687, 1.4778], [1.2962, -2.9811, -0.8166], [2.7905, 0.5535, 1.4712], [-5.7858, 2.8908, -1.7356], [-3.4364, -1.2232, -1.5798], [6.6000, 2.7663, 0.8438], [7.2472, -1.2989, 0.5492], [5.1606, 0.9658, 1.6551], [0.4582, -0.1159, 1.4571], [-0.7668, -0.9349, -1.7700], [6.4225, 2.1976, -0.8236], [-7.0423, 1.0179, 1.8892], [-0.8757, -1.9829, 2.0707], [-0.9005, -2.7147, -1.8283], [4.9116, -1.0598, 0.4060], [7.3221, -0.6895, -1.0977], [5.0682, -0.2160, -1.1292], [1.4864, -1.7233, -2.0610]], "forces_ev_per_angstrom": [[-0.123, -0.817, -0.347], [0.025, 0.041, -0.255], [-0.092, -0.227, 0.258], [0.128, 0.213, -0.335], [-0.797, 0.835, 0.217], [-0.227, -0.210, -0.173], [0.014, -0.023, 0.444], [-0.006, 0.054, -0.062], [0.010, -0.145, 0.283], [-0.008, 0.026, 0.012], [0.145, -0.139, -0.656], [0.222, 0.268, -0.309], [-0.070, -0.057, -0.206], [0.014, -0.035, -0.086], [0.001, -0.023, 0.046], [0.080, -0.132, 0.068], [-0.040, -0.076, 0.019], [0.071, 0.092, -0.083], [-0.004, -0.150, 0.259], [-0.081, 0.233, -0.340], [-0.053, -0.009, 0.059], [0.240, 0.135, 0.499], [-0.331, 0.233, -0.059], [0.772, 0.407, 0.516], [-0.020, -0.077, 0.299], [-0.061, -0.055, 0.104], [-0.013, -0.111, -0.020], [-0.074, 0.070, 0.024], [0.026, 0.070, 0.011], [-0.046, 0.028, -0.023], [0.083, 0.011, -0.100], [0.083, 0.003, 0.067], [-0.056, 0.064, 0.013], [-0.131, 0.069, 0.025], [0.014, -0.088, 0.096], [0.042, 0.027, 0.024], [-0.005, 0.046, -0.097], [-0.101, 0.007, 0.076], [-0.003, 0.063, -0.061], [0.022, -0.088, -0.122], [-0.018, 0.108, -0.035], [0.054, -0.049, -0.062], [0.020, 0.007, 0.040], [0.115, -0.092, 0.078], [0.158, -0.169, -0.162], [-0.039, 0.063, -0.105], [-0.048, -0.007, 0.072], [0.254, -0.158, 0.057], [0.093, 0.091, -0.053], [-0.088, -0.084, -0.047], [0.022, -0.067, -0.001], [-0.057, -0.017, -0.002], [-0.118, -0.156, 0.135]], "smiles": "O=C(CCC1CCCC1)N1CCN(S(=O)(=O)Cc2ccccc2)CC1", "e_above_lowest_kcal_mol": 18.7, "e_tot_ev": -40115.6813, "e_homo_ev": -9.1385}



How do the records compare in frontier orbital gap? In the order shown, they have 8.67, 9.73 eV.